Density functional theory data (ωB97M-V/def2-TZVPD) for a structure of composition C7H4Cl3N2O2.

Geometry as ORCA input:
```
! wB97M-V def2-TZVPD RIJCOSX def2/J DEFGRID3
* xyz -1 1
C 0.8104 0.8218 0.1812
C -0.4389 0.3909 0.1109
C 1.8963 -0.1870 -0.2260
C -0.8227 -1.0021 -0.0189
C 3.1563 0.0427 -0.0209
C -0.2174 -2.1287 -0.0753
C 4.3857 0.4250 0.0926
N -0.1687 -3.3895 0.1243
N 0.4677 -4.3986 -0.4605
O 0.1593 -5.5106 -0.0437
O 1.2735 -4.2107 -1.3358
Cl 5.2769 -0.0096 1.4759
Cl -3.5784 -0.4362 0.1549
Cl 5.2374 1.3462 -1.1829
H 0.8465 1.8497 0.4375
H -1.2644 1.0805 0.2457
H 1.5497 -1.0388 -0.7553
H -2.0239 -1.0972 -0.0418
*
```

Calculated values
HOMO-LUMO gap	7.670	eV
HOMO level	-5.374	eV

Atom charges from the Löwdin analysis, given in e for atoms 1 to 2: atom 1 (C): -0.063, atom 2 (C): -0.137